C30H80N2O11 | ωB97M-V/def2-TZVPD

Computed properties:
charge = +1
⟨S²⟩ = 0.75
E_HOMO (spin up / spin down) = -9.22 / -9.22 eV
electronic energy = -2127.5996 Eh
spin multiplicity = 2
gap between HOMO and LUMO (spin up / spin down) = 6.32 / 2.03 eV
lowest unoccupied orbital energy (spin up / spin down) = -2.9 / -7.2 eV

Last column: Mulliken spin population.
Element x y z (Å)
C (0.04984, 8.25008, 3.76905)  0.0000
H (-2.64676, 6.71804, 0.83465)  0.0000
H (3.67108, 5.65639, 1.48097)  0.0000
C (-0.00140, 0.71071, -0.98982)  0.0000
H (4.10640, 3.91885, -0.17862)  0.0000
C (2.31080, -7.18637, -1.52400)  -0.0050
C (-0.98444, 4.44113, 1.41214)  0.0000
O (-4.62549, 1.16443, -2.22117)  0.0000
C (3.66471, 3.54273, 0.74417)  0.0000
C (-2.12980, 7.64890, 2.70119)  0.0000
H (-0.23923, 0.02722, 2.88156)  0.0000
O (-3.45121, 0.59560, 1.56876)  0.0000
H (-3.83716, -2.14988, -2.59127)  0.0000
H (-5.15243, -1.98031, -3.32147)  0.0000
H (4.97867, 4.64007, 2.16065)  0.0000
N (2.56698, -5.73291, -1.81938)  0.6676
H (-2.20632, 2.97542, 3.31121)  0.0000
H (1.18223, -8.34042, 0.01292)  -0.0014
H (0.84697, 5.84802, 4.50942)  0.0000
H (-4.00890, 1.63781, -2.77972)  0.0000
H (1.42388, 0.96150, -5.12864)  0.0000
H (1.24917, -3.47996, -1.76667)  -0.0052
C (-0.87786, -0.41529, -1.54948)  -0.0003
H (-4.81230, 0.07724, 0.04821)  0.0000
C (0.01255, 7.61168, 1.27118)  0.0000
H (4.29460, 2.67211, 0.92676)  0.0000
H (3.15672, -5.18728, -3.48784)  0.0154
C (1.75632, -0.89320, -3.91384)  0.0000
H (-3.41917, 4.52243, 2.31322)  0.0000
H (-0.47021, -1.51698, 2.08334)  0.0000
C (1.29196, -6.41794, 0.66282)  -0.0073
C (1.67088, -1.11742, 2.50659)  0.0003
H (0.39684, -4.56830, -0.12774)  -0.0018
H (-3.96192, -1.86992, 1.17271)  0.0000
C (-5.03743, 2.23787, 0.74490)  0.0000
O (-4.65199, -1.64783, -2.57631)  0.0000
O (0.71270, -1.40501, -4.69044)  -0.0001
H (2.74016, -3.01806, -2.17827)  -0.0021
C (-1.34638, 4.86094, 2.76610)  0.0000
N (-0.51420, 5.99737, 3.29539)  0.0000
H (0.42268, 0.81597, 0.91649)  0.0000
C (0.12315, -0.99983, 2.83739)  0.0000
H (1.61590, -4.50887, 1.23369)  -0.0009
H (1.98246, -9.00245, -2.74951)  -0.0015
C (1.36164, -4.90579, 0.25088)  0.0025
H (2.04484, 2.55667, 1.20183)  0.0000
H (-4.37460, 0.24518, -2.31202)  0.0000
H (2.01518, -2.47672, -0.61621)  0.0007
H (2.15479, -6.73223, 1.25006)  0.0016
H (-0.24824, 9.29802, 3.80183)  0.0000
C (2.23505, 0.43408, -4.62671)  0.0000
C (-2.82285, 5.37380, 2.64138)  0.0000
O (3.57204, -5.53563, -2.69552)  0.0759
H (3.82139, -3.75454, 0.65847)  0.0036
H (-4.04243, 6.82261, 1.98300)  0.0000
C (1.83212, -7.92555, -2.82564)  0.0307
O (-3.32713, -2.30446, 0.60310)  0.0000
H (-1.32866, 5.07168, 0.59237)  0.0000
O (0.79770, 5.55125, 3.59777)  0.0000
H (-0.22827, 7.84660, 4.74268)  0.0000
C (3.83529, -4.68107, 0.08451)  0.1048
H (1.05589, 0.44570, -0.99018)  0.0001
H (-2.81450, 0.98466, 0.96476)  0.0000
C (-0.60128, 7.35417, 2.75037)  0.0000
H (-1.18960, 3.40480, 1.14378)  0.0000
H (4.61086, -4.47372, -0.65278)  -0.0041
H (2.67874, 0.14551, 1.17298)  0.0000
H (-5.46789, 0.33681, 1.63449)  0.0000
H (2.91794, 0.23373, -5.45231)  0.0000
H (-0.37509, -4.97987, -2.61148)  0.0031
H (3.52035, -8.88489, -0.72003)  0.0052
H (-0.59056, 7.56678, 0.36434)  0.0000
O (-0.36424, 0.90745, 0.37428)  0.0001
C (-1.30711, 3.54658, 3.54207)  0.0000
C (-4.73106, 0.71703, 0.92695)  0.0000
C (-2.97527, 6.63130, 1.87034)  0.0000
H (-2.23635, 8.68528, 2.38079)  0.0000
H (1.45866, -0.69642, -2.88389)  0.0000
H (3.20075, 4.54725, 2.65457)  0.0000
H (0.07508, 4.56823, 1.18999)  0.0000
H (0.70752, 6.78742, 1.11080)  0.0000
H (0.75381, 8.41071, 1.25767)  0.0000
O (2.32153, 3.29023, 0.64781)  0.0000
H (-0.76982, -0.49344, -2.63129)  0.0001
H (4.37822, -7.70870, -1.76240)  -0.0025
H (-4.19330, 2.81667, 0.37001)  0.0000
H (-2.48720, 7.79347, 3.72073)  0.0000
H (-0.49771, 2.83808, 3.36595)  0.0000
H (-0.64437, -2.78413, -2.99856)  0.0020
H (4.05869, -5.54523, 0.71015)  -0.0002
H (-1.95044, -0.39396, -1.35650)  0.0001
H (-5.32334, 2.69848, 1.69052)  0.0000
H (-0.31785, -1.30911, -1.27455)  0.0008
H (0.22690, -7.02757, -0.90234)  -0.0061
O (-2.55745, -2.84047, -3.80705)  0.0004
H (-0.03837, -1.54583, 3.76686)  0.0000
H (-1.10514, 3.70972, 4.60069)  0.0000
H (4.12104, -7.38345, -0.11030)  -0.0024
C (-1.42614, -4.72859, -2.75384)  -0.0012
H (0.38667, -6.37362, 1.26829)  0.0001
H (-1.82928, -4.56805, -1.75394)  -0.0002
H (1.12727, 8.09960, 3.70117)  0.0000
H (2.44819, -1.70565, -3.69173)  0.0006
H (-2.01718, -5.53890, -3.18064)  -0.0002
H (-2.64997, -2.80124, -4.76178)  -0.0001
C (2.20963, -3.32228, -1.27600)  0.0408
H (2.18045, -7.58379, -3.80030)  -0.0006
C (2.53530, -4.72662, -0.75240)  0.0032
H (-0.78131, -3.50973, -4.51271)  -0.0002
C (3.93255, 4.66676, 1.85564)  0.0000
H (2.52077, 1.11957, -3.82886)  0.0000
H (-3.26257, 5.51067, 3.62931)  0.0000
C (1.17469, -7.37321, -0.48960)  0.0053
C (-1.31283, -3.43326, -3.56416)  -0.0007
H (-5.82230, 2.41746, 0.01018)  0.0000
H (2.23761, -1.07751, 3.43682)  0.0000
H (0.76127, -7.90610, -3.02811)  -0.0013
H (-2.66475, -1.63599, 0.42803)  0.0000
C (3.63339, -7.83145, -0.97609)  0.0804
H (1.88792, -2.05017, 1.98604)  -0.0003
H (-0.20796, 1.64510, -1.51169)  0.0000
H (0.26963, -0.73280, -5.21334)  0.0000
O (1.96997, 0.10835, 1.81939)  0.0001